ORCA calculation (wB97M-V/def2-TZVPD) on 7 unconnected molecules or ions with the total composition C5H24N2O7 at a distorted geometry.

Last column: Mulliken charge in e.
Cartesian coordinates (Å):
C: 1.3003 0.4936 -1.9000  -0.56
N: 0.5456 -0.3613 -0.9803  0.68
C: -0.6256 -0.9348 -1.6511  -0.93
C: -1.4480 -1.8672 -0.7450  -0.50
C: -2.2080 -1.1926 0.3683  -0.20
O: -1.7598 -0.2601 0.9873  -0.40
C: 2.3240 1.3834 -1.1605  -0.84
N: 3.1859 0.6996 -0.2051  -0.59
H: 0.6518 1.1770 -2.4661  0.34
H: 1.8670 -0.1454 -2.5827  0.33
H: 0.2532 0.1280 -0.1522  -0.35
H: -0.2748 -1.5178 -2.5111  0.43
H: -1.2866 -0.1624 -2.0460  0.44
H: -2.1383 -2.4321 -1.3763  0.38
H: -0.7650 -2.5904 -0.2849  0.28
H: -3.1795 -1.6138 0.6797  0.39
H: 1.8076 2.1983 -0.6559  0.35
H: 2.9832 1.8332 -1.9120  0.34
H: 2.7434 0.6271 0.7016  0.31
H: 3.4809 -0.2175 -0.5120  0.26
H: 1.3890 -2.1538 1.5594  0.44
H: 1.4907 -2.4778 3.0620  0.29
O: 0.9393 -2.0326 2.4396  -0.72
H: -1.1572 2.3223 -0.1675  0.44
H: -2.1317 3.2864 -0.7898  0.26
O: -1.7469 2.4322 -0.9614  -0.66
H: 1.4300 0.8705 3.4526  0.26
H: 1.0301 -0.3175 2.5245  0.38
O: 1.2649 0.6516 2.5231  -0.67
H: 0.2535 1.7799 1.7333  0.36
H: -1.2250 2.1014 1.9870  0.30
O: -0.4569 2.4058 1.4677  -0.71
H: -2.9162 1.0325 -0.9615  0.36
H: -4.2581 0.6171 -1.7739  0.29
O: -3.6242 0.3459 -1.0931  -0.61
H: 2.0318 -3.1659 -0.5422  0.31
H: 1.5923 -1.6545 -0.4473  0.31
O: 2.1352 -2.3668 -0.0067  -0.80

Properties
- SMILES string: NCCNCCC=O.O.O.O.O.O.O
- Gap between HOMO and LUMO: 9.247 eV
- Total energy: -22888.00874 eV
- Spin multiplicity: 1
- ΔE to the lowest compared entry with this formula, charge and spin: 75.6 kJ/mol
- HOMO energy: -8.72 eV